Entry 1:
This record from the OMol25 dataset describes a molecular structure, C48H56BiBrFN8O4 at a distorted geometry. The level of theory is ωB97M-V with the def2-TZVPD basis set.

The geometry in XYZ format:
```
119
Properties=species:S:1:pos:R:3:forces:R:3:lowdin_charge:R:1
Bi 0.792 -0.052 -0.114 -2.09 -0.09 -1.05 2.00
O -0.859 6.056 0.594 -0.16 -0.62 0.34 0.02
C 0.062 5.590 1.524 0.50 -0.01 -0.86 -0.26
C 0.939 6.527 2.098 -0.78 0.71 -0.56 -0.04
C 1.858 6.132 3.045 0.41 -0.36 -0.10 -0.11
C 1.904 4.786 3.422 0.21 1.20 0.76 -0.11
C 0.982 3.913 2.917 0.42 -0.95 -0.54 -0.04
C 0.237 4.230 1.778 -1.32 0.36 0.34 -0.10
C -0.485 3.143 0.964 0.04 -0.67 0.28 -0.45
O 0.088 1.919 1.177 -0.58 0.45 -0.14 -0.42
N -1.959 3.284 1.313 -0.20 -0.54 -0.22 -0.03
N -2.730 2.387 0.639 -2.10 -1.00 1.42 0.03
C -3.868 1.981 1.200 3.06 3.16 -0.06 -0.22
C -4.774 1.075 0.581 -1.89 -1.24 0.09 -0.61
Br -4.184 0.253 -1.062 -0.04 0.30 0.65 0.82
C -5.982 0.704 1.119 1.62 0.70 -0.60 -0.10
C -6.744 -0.415 0.523 -0.64 0.35 -0.30 -0.31
C -6.506 -1.708 0.951 0.07 0.25 -0.18 -0.06
C -7.150 -2.795 0.373 0.14 0.10 0.48 -0.08
C -8.112 -2.588 -0.597 -0.31 0.00 -0.31 -0.09
C -8.337 -1.274 -1.057 -0.42 -0.67 -0.18 -0.09
C -7.666 -0.202 -0.513 0.11 0.21 0.49 -0.07
H -1.613 5.418 0.529 0.94 0.32 0.16 0.10
H 0.865 7.554 1.706 0.04 -0.45 0.52 0.12
H 2.539 6.824 3.536 -0.07 0.06 -0.40 0.10
H 2.679 4.481 4.121 -0.44 -0.12 0.22 0.10
H 0.890 2.949 3.402 0.23 -0.39 -0.67 0.10
H -0.565 3.361 -0.116 0.59 0.33 0.17 0.11
H -2.154 3.374 2.313 0.05 -0.25 -0.06 0.12
H -4.162 2.536 2.139 -0.03 -1.01 -0.68 0.13
H -6.370 1.228 2.014 0.43 -0.40 -0.50 0.12
H -5.781 -1.825 1.735 0.24 -0.31 0.17 0.11
H -6.865 -3.776 0.740 -0.31 -0.06 -0.19 0.10
H -8.701 -3.454 -0.948 0.44 0.70 -0.11 0.10
H -9.049 -1.062 -1.854 0.02 -0.28 0.17 0.10
H -7.895 0.813 -0.850 0.25 -0.35 0.05 0.12
C 0.749 -0.945 3.883 0.54 -0.64 -1.46 -0.05
C 2.013 -0.151 3.434 -0.65 0.11 0.13 -0.37
C 2.599 0.497 4.688 0.19 -0.17 1.33 -0.08
C 3.036 -0.999 2.688 0.55 0.58 -0.90 -0.16
C 3.678 -2.042 3.337 -0.49 -0.48 0.71 -0.06
C 4.752 -2.705 2.771 0.14 0.02 -0.27 -0.08
C 5.218 -2.334 1.513 -0.17 0.44 0.42 -0.04
C 4.597 -1.321 0.777 0.23 -0.68 0.52 -0.15
C 5.137 -1.034 -0.617 -0.52 0.26 -0.75 -0.36
C 6.498 -0.294 -0.633 -0.44 -0.45 0.39 -0.05
C 5.238 -2.308 -1.504 -0.90 -0.33 -0.09 -0.07
C 3.497 -0.665 1.368 -0.62 0.79 -0.12 -0.22
N 2.833 0.383 0.604 0.92 -1.01 0.53 -0.18
C 3.479 1.601 0.556 -0.26 0.37 -0.51 -0.26
C 4.409 2.004 1.525 -0.05 -0.63 0.48 -0.04
C 5.000 3.246 1.500 0.35 0.45 -0.74 -0.11
C 4.765 4.138 0.450 -0.80 -0.88 -0.07 -0.10
C 3.827 3.794 -0.536 0.17 -0.55 -0.18 -0.01
C 3.229 2.536 -0.479 -0.30 0.62 0.54 -0.20
F 2.247 2.256 -1.400 0.46 -0.28 0.41 0.00
H 0.128 -0.344 4.525 -0.21 0.14 0.31 0.07
H 1.013 -1.909 4.355 0.03 0.55 0.15 0.08
H 0.147 -1.241 3.007 0.07 0.24 0.21 0.05
H 1.742 0.698 2.772 -0.25 -0.55 0.22 0.10
H 2.993 -0.255 5.435 -0.31 0.58 -0.83 0.09
H 1.824 1.079 5.258 0.59 -0.39 -0.72 0.09
H 3.416 1.173 4.430 0.03 0.02 0.09 0.06
H 3.312 -2.375 4.330 0.33 0.37 -0.63 0.12
H 5.219 -3.494 3.343 0.17 -0.10 -0.11 0.09
H 6.121 -2.755 1.100 0.05 -0.41 -0.02 0.10
H 4.362 -0.393 -1.073 0.46 -0.15 -0.06 0.12
H 7.222 -0.864 -0.026 -0.14 0.30 -0.10 0.08
H 6.380 0.717 -0.234 0.21 -0.11 -0.03 0.07
H 6.894 -0.260 -1.654 -0.14 0.14 0.11 0.07
H 6.085 -2.961 -1.212 -0.41 0.30 -0.09 0.07
H 5.373 -2.022 -2.573 0.03 -0.09 0.74 0.08
H 4.278 -2.905 -1.463 1.01 0.57 0.04 0.09
H 4.667 1.297 2.331 -0.23 0.43 -0.46 0.12
H 5.713 3.496 2.270 0.09 0.11 0.12 0.09
H 5.283 5.063 0.385 0.26 0.67 0.06 0.08
H 3.595 4.450 -1.394 0.10 -0.39 0.67 0.12
C 1.362 -2.152 -4.285 -0.31 0.42 0.94 -0.07
O 0.648 -2.849 -3.241 1.45 -1.13 -2.13 -0.12
C 0.597 -2.246 -2.020 -3.78 2.57 0.27 -0.80
O 1.203 -1.016 -2.025 1.44 -0.46 0.88 -0.38
N 1.171 -3.205 -1.050 -0.68 0.10 1.22 0.05
N 1.094 -2.535 0.299 0.85 -1.45 -0.78 -0.05
H 1.385 -2.784 -5.169 -0.20 -0.22 0.08 0.08
H 2.393 -1.927 -3.966 -0.39 0.01 -0.17 0.08
H 0.826 -1.204 -4.501 0.43 -0.41 -0.01 0.09
H 0.452 -3.966 -0.988 0.82 0.70 -0.26 0.12
H 2.029 -2.723 0.698 -0.73 0.09 0.03 0.08
H 0.386 -3.061 0.833 0.47 0.64 -0.15 0.07
C -2.147 -2.326 0.974 -1.11 0.29 1.43 -0.10
C -2.195 -3.261 -0.150 0.24 -0.66 -2.14 -0.25
C -2.637 -4.561 0.118 0.67 0.54 -0.69 -0.10
C -2.601 -5.523 -0.877 -1.00 -0.20 -0.18 -0.14
C -2.582 -5.088 -2.208 0.45 0.02 -0.26 -0.08
C -2.239 -3.787 -2.554 0.13 -0.14 2.11 -0.24
C -2.296 -3.296 -3.931 0.21 1.22 -1.40 -0.07
C -1.760 -2.898 -1.502 -0.08 -2.06 0.87 -0.27
N -0.872 -1.916 -1.734 1.43 1.30 0.91 0.02
H -2.261 -1.292 0.665 0.11 0.19 0.00 0.03
H -1.268 -2.422 1.621 0.02 0.16 0.00 0.04
H -3.029 -2.611 1.618 0.83 0.61 -0.30 0.09
H -2.957 -4.773 1.125 0.15 -0.35 0.30 0.09
H -2.726 -6.566 -0.618 -0.27 -0.08 -0.15 0.08
H -2.769 -5.769 -3.045 0.04 -0.07 0.38 0.10
H -3.218 -2.653 -4.073 0.85 -0.59 0.04 0.09
H -2.316 -4.104 -4.690 0.01 0.38 0.39 0.08
H -1.388 -2.657 -4.071 -0.95 -0.48 -0.28 0.06
C -3.236 1.211 -5.180 0.44 -0.99 0.24 -0.03
N -2.326 1.684 -4.154 -0.57 -0.16 -0.11 -0.17
C -2.040 2.985 -3.874 0.84 0.40 0.53 -0.09
C -1.079 2.937 -2.878 -0.76 -1.20 -0.34 -0.14
N -0.839 1.598 -2.502 -0.42 1.04 -1.28 0.07
C -1.597 0.892 -3.342 0.56 0.75 0.98 -0.22
H -3.920 2.020 -5.456 0.07 -0.38 0.05 0.08
H -3.771 0.307 -4.770 0.32 1.02 -0.64 0.10
H -2.599 0.910 -6.035 -0.73 0.07 0.11 0.09
H -2.525 3.807 -4.407 0.33 -0.39 0.30 0.11
H -0.572 3.782 -2.458 0.15 0.04 0.38 0.08
H -1.672 -0.180 -3.373 0.13 -0.35 0.26 0.10
```
Positions in Å, forces in eV/Å.

HOMO energy (spin up / spin down)   -3.675 / -3.676 eV
LUMO energy (spin up / spin down)   2.4254 / 2.4253 eV
Energy above the lowest of the compared OMol25 structures with the same formula, charge and spin   0.1299 eV
Orbital gap (spin up / spin down)   6.1 / 6.1 eV
Net charge   -1
E   -149392.155 eV

Entry 2:
This record from the OMol25 dataset describes C2H4N2OS in the gas phase at a distorted geometry. The level of theory is ωB97M-V with the def2-TZVPD basis set.

The geometry in XYZ format:
```
10
Properties=species:S:1:pos:R:3:forces:R:3:lowdin_charge:R:1
O -0.553 1.081 2.506 -0.77 0.58 1.66 -0.04
N -0.380 0.597 1.434 0.99 -0.44 -2.17 -0.57
N -1.183 0.442 0.484 -0.43 0.04 2.53 0.04
C -0.649 -0.070 -0.718 1.97 3.46 0.81 -0.24
C 0.856 -0.453 -0.516 1.74 -1.44 -1.55 -0.48
S 1.398 0.173 1.072 -0.94 -0.05 -0.46 0.93
H -0.971 0.798 -1.358 1.24 -1.16 -0.57 0.14
H -1.140 -0.907 -0.958 -2.12 -3.03 -1.24 0.06
H 1.113 -1.582 -0.615 -1.17 1.64 0.52 0.10
H 1.509 -0.079 -1.330 -0.50 0.40 0.47 0.07
```
Positions in Å, forces in eV/Å.

HOMO energy   -9.468 eV
LUMO energy   0.2908 eV
Energy above the lowest of the compared OMol25 structures with the same formula, charge and spin   4.4791 eV
Orbital gap   9.8 eV
Net charge   0
Structure (SMILES)   [O-][N+]1=NCCS1
E   -17998.180 eV

Entry 3:
This record from the OMol25 dataset describes 2 unconnected molecules or ions with the total composition C5H14N2O at a distorted geometry. The level of theory is ωB97M-V with the def2-TZVPD basis set.

The geometry in XYZ format:
```
22
Properties=species:S:1:pos:R:3:forces:R:3:lowdin_charge:R:1
N -2.134 0.955 0.139 1.47 -0.25 1.73 0.27
C -0.764 1.306 0.331 -2.66 2.33 0.65 -0.47
C -0.502 2.110 1.614 1.86 -1.79 1.56 -0.04
O 2.338 -1.329 1.270 1.05 -0.95 1.24 -0.31
C 0.105 0.091 0.276 1.15 -4.37 -1.26 -0.16
N 0.347 -0.362 -1.139 -0.40 0.35 0.50 -0.25
C -0.895 -0.663 -1.845 0.76 1.41 1.43 -0.11
C 1.239 -1.517 -1.136 -1.53 -0.98 -0.40 -0.11
H 2.929 -1.936 1.814 -1.03 1.23 -0.78 -0.01
H -2.509 0.671 1.089 0.39 0.21 -0.95 0.10
H -0.481 1.898 -0.502 0.41 0.49 -1.17 0.13
H 0.567 2.499 1.653 -1.28 -0.61 -0.31 0.12
H -0.620 1.446 2.538 0.07 0.85 -1.16 0.11
H -1.153 2.931 1.686 -0.93 1.07 0.09 0.05
H -0.267 -0.757 0.942 0.19 0.92 -0.67 0.15
H 1.095 0.333 0.648 0.29 0.44 0.74 0.11
H -0.656 -0.928 -2.833 0.15 -0.28 -1.40 0.07
H -1.461 0.259 -1.792 -0.52 -0.25 -0.67 0.05
H -1.429 -1.464 -1.365 -0.57 -0.68 0.31 0.08
H 1.656 -1.724 -2.148 -0.10 0.54 0.63 0.10
H 0.592 -2.428 -0.888 0.97 0.66 0.01 0.10
H 2.004 -1.391 -0.354 0.25 -0.34 -0.13 0.02
```
Positions in Å, forces in eV/Å.

HOMO energy   -7.791 eV
LUMO energy   -4.4899 eV
Energy above the lowest of the compared OMol25 structures with the same formula, charge and spin   9.7497 eV
Orbital gap   3.3 eV
Net charge   0
E   -10431.278 eV

Entry 4:
This record from the OMol25 dataset describes C4H8N2O in the gas phase at a distorted geometry. The level of theory is ωB97M-V with the def2-TZVPD basis set.

The geometry in XYZ format:
```
15
Properties=species:S:1:pos:R:3:forces:R:3:lowdin_charge:R:1
C 1.886 0.018 -0.629 -0.08 -0.64 0.12 -0.30
N 0.478 0.307 -0.339 -0.11 0.37 0.05 0.00
C -0.256 -0.516 0.323 2.33 -0.83 -0.83 -0.49
N 2.726 -0.286 0.509 0.03 0.04 0.00 0.01
C -1.843 0.489 0.453 -0.07 1.67 -0.77 -0.12
C -2.737 0.225 -0.517 0.03 -0.12 0.23 0.05
O -0.313 -1.576 0.863 -0.49 0.71 0.07 0.13
H -0.917 1.138 0.015 -1.68 -1.02 1.19 0.15
H 2.408 -1.126 0.978 0.02 0.04 0.00 0.06
H 2.716 0.473 1.183 -0.04 -0.08 -0.08 0.07
H 2.280 0.902 -1.133 -0.09 -0.05 0.08 0.10
H 1.943 -0.817 -1.334 0.10 0.01 0.02 0.11
H -2.157 0.538 1.490 0.04 0.01 -0.03 0.10
H -2.432 0.206 -1.556 0.03 0.09 -0.02 0.08
H -3.781 0.025 -0.307 -0.02 -0.16 -0.03 0.07
```
Positions in Å, forces in eV/Å.

HOMO energy   -9.070 eV
LUMO energy   -0.6952 eV
Energy above the lowest of the compared OMol25 structures with the same formula, charge and spin   4.4704 eV
Orbital gap   8.4 eV
Net charge   0
E   -9301.923 eV

Entry 5:
This record from the OMol25 dataset describes a molecular structure, C25H20AsCl5CoN3OS4Sb. The level of theory is ωB97M-V with the def2-TZVPD basis set.

The geometry in XYZ format:
```
61
Properties=species:S:1:pos:R:3:forces:R:3:lowdin_charge:R:1
Co -1.742 -2.069 0.674 -0.14 0.35 -0.33 -0.21
S -5.157 -0.114 -1.564 0.00 0.03 -0.04 -0.43
Sb -3.308 -1.108 -2.561 -0.09 0.05 0.04 0.05
S -3.101 -3.198 -0.663 0.06 -0.07 -0.04 -0.07
S -1.099 -3.737 -0.646 -0.10 -0.13 0.06 0.00
S -3.915 -2.250 -4.457 0.02 0.01 0.01 -0.49
Cl 1.177 -1.541 7.224 0.00 0.00 0.00 0.61
C 0.744 -1.416 5.553 -0.01 -0.01 -0.02 -0.73
C -0.357 -2.105 5.047 0.01 0.02 0.00 -0.71
Cl -1.319 -3.069 6.113 -0.01 0.00 0.00 0.65
C -0.692 -2.023 3.707 -0.03 0.00 0.07 -0.55
Cl -2.100 -2.830 3.097 0.06 -0.06 0.04 0.78
C 0.069 -1.264 2.775 -0.02 0.08 -0.02 -0.46
O -0.189 -1.190 1.535 0.07 -0.18 0.00 -0.19
C 1.153 -0.533 3.343 -0.01 0.02 0.00 -0.59
Cl 2.017 0.511 2.269 0.03 0.00 0.06 0.69
C 1.485 -0.616 4.682 -0.01 -0.01 -0.02 -0.71
Cl 2.831 0.282 5.293 0.00 0.00 0.00 0.64
N -1.394 8.271 -0.540 -0.01 0.00 0.02 0.13
C -1.649 7.173 -0.306 0.01 -0.01 -0.03 -0.20
C -1.967 5.804 -0.015 -0.01 -0.03 0.02 -0.25
C -0.971 4.828 -0.042 0.02 0.02 -0.01 -0.02
C -1.272 3.515 0.256 0.00 0.00 0.02 0.02
C -2.583 3.158 0.574 0.00 0.01 -0.01 -0.16
C -3.583 4.126 0.585 -0.04 -0.01 -0.02 0.01
C -3.276 5.442 0.298 0.00 0.02 0.00 -0.03
N -2.891 1.828 0.884 0.07 0.02 0.02 0.00
C -3.972 1.351 1.608 -0.05 0.01 -0.03 -0.06
C -3.853 0.005 1.611 -0.07 -0.11 -0.18 -0.14
N -2.727 -0.358 0.907 0.18 0.02 0.56 -0.03
C -2.168 0.744 0.496 -0.11 -0.03 -0.19 -0.15
H 0.046 5.105 -0.286 0.00 0.00 0.00 0.12
H -0.488 2.769 0.254 0.00 -0.01 0.00 0.10
H -4.606 3.840 0.783 0.01 -0.01 -0.02 0.11
H -4.054 6.193 0.300 0.00 0.00 0.00 0.12
H -4.724 1.998 2.018 0.00 0.00 0.00 0.11
H -4.529 -0.733 2.001 0.03 0.00 0.07 0.11
H -1.271 0.797 -0.100 0.01 -0.01 0.03 0.06
C 2.812 0.878 -2.100 0.01 -0.01 -0.01 -0.35
As 1.157 0.012 -1.476 -0.10 0.03 0.03 1.14
C 0.552 -0.665 -3.204 0.10 -0.02 -0.02 -0.34
C 1.923 -1.658 -0.731 0.00 -0.01 0.00 -0.36
C 2.964 -2.313 -1.570 -0.02 -0.02 0.00 -0.30
C 4.318 -2.006 -1.426 -0.01 0.00 -0.01 -0.07
C 5.279 -2.603 -2.230 0.00 0.00 0.00 -0.11
C 4.903 -3.523 -3.199 0.00 0.00 0.00 -0.12
C 3.560 -3.846 -3.347 0.00 0.00 0.01 -0.09
C 2.602 -3.250 -2.540 0.00 -0.02 -0.01 -0.05
H 3.358 0.242 -2.799 0.01 0.00 0.00 0.01
H 3.455 1.107 -1.249 0.00 0.01 0.00 0.01
H 2.546 1.813 -2.594 0.00 0.00 -0.01 0.01
H 1.362 -1.159 -3.742 0.01 0.00 -0.02 0.01
H 0.176 0.170 -3.794 -0.02 -0.01 0.00 0.02
H -0.272 -1.359 -3.038 0.06 0.01 -0.02 -0.04
H 1.051 -2.302 -0.607 0.02 0.03 0.02 -0.02
H 2.287 -1.407 0.263 0.06 0.02 -0.02 0.03
H 4.617 -1.292 -0.666 0.00 0.00 0.00 0.11
H 6.324 -2.349 -2.097 0.00 0.00 0.00 0.09
H 5.651 -3.990 -3.829 0.00 0.00 0.00 0.09
H 3.254 -4.572 -4.090 0.00 0.00 0.00 0.10
H 1.556 -3.517 -2.645 0.00 0.01 0.00 0.11
```
Positions in Å, forces in eV/Å.

HOMO energy (spin up / spin down)   -1.092 / -1.104 eV
Multiplicity   2
LUMO energy (spin up / spin down)   3.5440 / 3.5441 eV
Energy above the lowest of the compared OMol25 structures with the same formula, charge and spin   0.5694 eV
Orbital gap (spin up / spin down)   4.6 / 4.6 eV
Net charge   -2
E   -243728.517 eV

Entry 6:
This record from the OMol25 dataset describes 2 unconnected molecules or ions with the total composition C6H9NO2. The level of theory is ωB97M-V with the def2-TZVPD basis set.

The geometry in XYZ format:
```
18
Properties=species:S:1:pos:R:3:forces:R:3:lowdin_charge:R:1
C 0.961 0.959 -2.204 0.38 -0.15 0.03 -0.05
O -0.419 0.797 -1.916 -0.29 0.20 -0.09 -0.04
C -0.753 -0.255 -1.162 -0.27 -0.04 0.03 -0.56
C -2.223 -0.273 -0.868 0.07 0.00 -0.02 0.02
O 0.050 -1.063 -0.769 0.16 -0.09 0.04 0.07
H 1.031 1.779 -2.914 -0.02 -0.03 0.05 0.09
H 1.511 1.199 -1.291 -0.02 -0.01 -0.08 0.10
H 1.370 0.042 -2.633 -0.01 0.12 0.02 0.09
H -2.771 0.240 -1.651 -0.08 0.01 -0.03 0.09
H -2.370 0.256 0.074 -0.03 0.01 -0.04 0.05
H -2.567 -1.296 -0.751 0.03 -0.04 -0.01 0.09
C 1.564 -1.092 2.041 -0.03 0.03 0.02 0.06
C 0.957 -0.136 2.736 0.78 -0.44 0.40 -0.16
C -0.174 0.544 2.241 -0.57 0.31 -0.32 -0.23
N -1.095 1.107 1.852 -0.20 0.20 -0.02 0.17
H 1.213 -1.383 1.064 -0.09 0.00 -0.11 0.05
H 2.427 -1.604 2.432 0.11 0.00 0.16 0.07
H 1.287 0.177 3.719 0.08 -0.07 -0.02 0.10
```
Positions in Å, forces in eV/Å.

HOMO energy   -10.423 eV
LUMO energy   0.5799 eV
Energy above the lowest of the compared OMol25 structures with the same formula, charge and spin   1.1506 eV
Orbital gap   11.0 eV
Net charge   0
Structure (SMILES)   COC(C)=O.C=CC#N
E   -11952.168 eV